Entry 1:
Density functional theory data (ωB97M-V/def2-TZVPD) for a 2-piece molecular cluster, C4H7NO3 overall at a distorted geometry.

The HOMO-LUMO gap is 10.79 eV. Its energy above the lowest of the compared OMol25 structures with the same formula, charge and spin is 3.287 eV. The HOMO energy comes out at -0.379 hartree.

Geometry as XYZ:
```
15
Properties=species:S:1:pos:R:3:forces:R:3
O -0.519 -1.082 0.170 -0.7 0.4 -0.3
O 0.637 -0.954 -1.759 -1.0 0.9 0.1
O -2.135 1.599 -0.411 0.1 -0.2 -0.3
N -1.163 -2.255 -0.318 0.0 -0.1 0.1
C 0.239 -0.417 -0.750 3.4 -1.1 1.3
C -1.717 0.865 -1.158 -0.9 0.8 0.1
C 0.826 0.951 1.447 -0.1 -0.1 -0.1
C 1.067 0.744 -0.037 -0.7 -0.7 -1.0
H -0.216 1.174 1.661 0.0 0.0 0.1
H -0.571 -2.593 -1.075 0.0 0.1 -0.1
H 1.444 1.769 1.812 0.0 0.1 0.0
H 1.104 0.058 1.999 -0.1 -0.1 0.1
H 2.096 0.422 -0.213 -0.1 0.0 0.0
H -2.038 -1.941 -0.747 0.3 0.1 0.1
H 0.944 1.660 -0.621 -0.1 0.0 0.1
```
Positions in Å, forces in eV/Å.

natural (NBO) atomic charge list, values in e, 5 entries: atom 1 (O): -0.402, atom 2 (O): -0.608, atom 3 (O): -0.482, atom 4 (N): -0.496, atom 5 (C): 0.764

---

Entry 2:
Density functional theory data (ωB97M-V/def2-TZVPD) for a 11-piece molecular cluster, C35H97O40P9 overall at a distorted geometry.

The net charge is -1. The HOMO-LUMO gap (spin up / spin down) is 1.26 / 10.10 eV. The spin multiplicity is 2. The HOMO energy (spin up / spin down) comes out at 0.020 / -0.306 hartree.

Geometry as XYZ:
```
181
Properties=species:S:1:pos:R:3:forces:R:3
P 1.379 -6.166 -4.564 0.3 -0.3 0.1
P 5.422 0.363 -4.869 1.4 -1.6 0.9
P 0.448 0.041 -0.325 0.2 0.5 -1.7
P 0.573 -1.951 4.890 1.3 1.3 -1.7
P -0.730 6.294 -0.309 2.0 1.3 -1.0
P -4.555 -4.360 -4.127 0.7 -0.7 -0.5
P -3.998 4.526 3.472 0.9 0.4 -0.4
P -5.209 -0.027 0.173 0.5 0.3 -2.9
P -3.598 -5.454 3.865 0.2 2.3 -1.4
O -0.176 -2.026 3.603 0.6 -0.3 1.7
O 5.664 3.733 3.814 1.1 -0.1 0.3
O -3.947 -4.736 -2.669 -0.5 0.3 -2.3
O 4.050 0.831 -4.713 0.2 0.1 -0.5
O -5.855 -4.939 -4.562 1.6 0.6 0.7
O 1.998 -6.693 -3.146 0.6 0.2 -2.4
O 5.609 -1.119 -5.563 0.1 1.1 0.2
O -4.651 -1.383 0.417 -0.5 1.6 0.2
O 0.664 1.330 -1.102 -0.4 -2.9 1.9
O 4.272 3.935 -1.865 1.7 1.1 1.2
O 4.674 1.736 4.378 0.6 2.4 -0.9
O -1.894 5.396 -0.993 0.2 2.5 2.0
O -6.310 0.029 -1.067 0.5 0.0 2.3
O 6.381 1.247 -5.805 -0.5 0.1 2.0
O 2.281 -6.382 -5.729 -0.8 0.7 1.8
O 0.333 6.679 -1.307 -1.6 -0.6 1.7
O -4.533 4.479 4.840 -0.2 -0.5 -0.9
O -4.512 -2.762 -4.171 0.4 0.3 1.0
O -5.023 -5.444 3.176 -0.4 -0.6 -0.7
O -1.139 -0.286 -0.205 1.8 1.2 -0.4
O -4.025 1.039 -0.362 -2.2 -0.8 0.6
O -5.027 4.476 2.198 2.4 -0.1 1.3
O -2.684 -5.147 2.532 -3.2 -0.1 1.9
O 0.015 -7.057 -4.714 0.3 1.9 0.5
O -3.310 -4.817 -5.030 -1.2 0.7 -0.5
O 2.203 -2.225 4.752 -3.0 -0.5 0.6
O 0.118 -2.829 6.129 1.3 -0.5 -0.7
O -0.177 5.444 0.942 0.0 0.2 -0.9
O -3.703 -4.019 4.661 0.8 -1.3 -0.9
O 1.040 -0.043 1.171 0.6 -2.0 -2.9
O 5.142 2.492 -0.297 -0.8 1.1 -0.5
O -3.217 -6.635 4.637 0.0 0.6 0.1
O -6.038 0.707 1.303 0.1 -0.3 -0.8
O -3.166 5.867 3.210 -0.6 -0.1 -0.6
O 6.213 0.187 -3.411 -0.3 0.6 -3.5
O -2.941 3.362 3.124 -2.2 0.4 0.2
O 0.910 -4.601 -4.204 -0.5 -3.8 -0.9
O 1.159 -1.334 -0.961 -1.8 2.1 1.0
O 0.478 -0.442 5.455 -0.8 -0.4 -1.4
O -1.431 7.540 0.452 -1.1 -1.0 -1.2
C -1.243 -2.769 6.467 -1.9 0.3 0.9
C 7.424 3.082 2.345 0.0 0.4 -0.4
C 1.280 -6.634 -1.953 -0.8 0.5 0.9
C 5.670 -0.625 -2.413 0.0 -0.8 1.5
C -5.641 0.610 2.667 0.0 0.5 1.0
C 2.950 -1.236 4.052 0.9 0.7 -0.1
C 0.143 -8.337 -5.273 0.6 -2.2 -0.3
C -1.454 4.257 -1.665 0.2 -1.2 -1.4
C -1.984 -4.218 -5.014 -0.1 -2.0 0.8
C -2.089 6.258 4.042 0.7 0.1 1.6
C -4.464 2.305 -0.926 0.2 0.5 -0.2
C 3.420 3.441 3.265 -0.5 -1.4 0.1
C -6.065 -0.694 -2.272 1.4 0.4 0.1
C 1.955 -3.782 -3.728 -0.2 1.1 0.3
C 7.051 3.261 3.811 -0.4 0.0 -1.0
C -6.017 5.423 1.954 -2.8 -0.1 -0.1
C -3.938 -2.797 3.926 -0.8 0.4 -0.3
C -0.757 8.776 0.766 1.3 -0.8 0.8
C 4.651 2.884 3.895 -0.1 -2.3 0.8
C -4.512 -4.180 -1.521 -0.3 0.8 1.6
C 5.194 3.521 -0.955 0.9 -1.1 -0.4
C -1.586 -1.340 0.587 -0.1 -3.2 0.4
C 2.528 3.452 -3.501 -0.2 -1.3 2.5
C 2.525 -1.551 -0.666 1.0 -0.2 -0.6
C 7.696 0.830 -6.154 0.2 -0.5 -2.1
C 3.048 3.253 -1.997 -1.1 -0.7 -0.9
C -2.057 3.518 2.018 0.7 -0.1 -0.1
C 6.476 4.365 -0.949 -0.3 0.5 -0.5
C -5.456 -6.606 2.417 -0.3 -0.6 1.1
C -1.310 -5.197 2.620 1.3 0.3 -0.9
C 1.153 4.869 0.922 0.1 0.2 0.4
C 1.186 -0.120 6.601 2.0 -0.8 1.7
C 5.132 -1.385 -6.917 -0.7 0.9 0.8
C -4.998 -2.040 -5.309 -0.1 -0.6 -0.1
C 0.621 0.870 2.068 -1.4 2.0 2.8
H -0.931 9.662 0.155 -0.3 -0.7 -0.8
H 2.087 -0.732 6.644 0.4 0.0 -0.2
H 0.750 0.518 3.092 0.6 -0.2 -0.1
H -1.397 -5.026 -5.452 0.2 0.3 -0.1
H -2.180 4.453 1.471 0.1 0.1 0.7
H -3.930 3.125 -0.446 0.0 -0.2 0.3
H 7.377 3.792 -0.730 -0.4 -0.4 0.1
H 2.664 -2.406 -0.004 -0.2 0.2 0.4
H 1.680 -5.843 -1.318 0.0 0.2 0.0
H -4.889 -7.477 2.745 0.2 0.0 -0.2
H -2.253 -1.179 1.434 0.2 1.2 -0.2
H -3.885 -3.390 -1.106 0.2 0.0 -0.2
H -5.916 -1.508 -5.058 -0.3 -0.5 -0.1
H -3.248 -1.984 4.152 0.5 -0.5 0.4
H -1.799 -3.312 -5.591 -0.7 0.2 0.3
H 2.906 4.182 3.878 0.2 0.4 -0.3
H 8.533 1.491 -5.931 -0.6 0.4 0.7
H -4.240 2.397 -1.988 0.4 -0.6 -0.1
H -5.953 6.098 1.100 1.2 -0.1 0.0
H -0.935 -5.087 3.638 0.2 -0.5 0.0
H 3.024 -1.825 -1.595 -0.1 0.0 -0.2
H -1.730 -3.738 6.570 0.5 -0.2 -0.6
H 1.182 -8.618 -5.442 0.0 0.4 -0.5
H -4.928 -2.432 4.200 -0.1 -0.2 0.1
H 2.527 -0.823 3.136 -0.6 -0.4 0.0
H 1.433 -2.935 -3.283 0.2 0.2 -0.2
H -1.106 6.140 3.588 -0.3 0.1 -0.5
H -5.857 0.083 -3.008 -0.5 -0.3 -0.5
H 6.759 2.424 1.787 0.0 -0.3 0.3
H 4.062 -1.564 -6.814 0.1 -0.9 -0.2
H -6.478 -6.820 2.731 -0.1 0.3 -0.1
H -1.815 -2.140 5.785 0.1 -0.2 -0.2
H -1.010 9.094 1.777 -0.3 -0.5 0.1
H -1.058 -6.105 2.072 0.9 -0.1 0.5
H -4.823 -0.100 2.786 -0.2 0.0 0.2
H 3.044 -0.658 -0.317 -0.1 -0.1 0.3
H 7.978 -0.199 -5.930 -0.4 0.1 0.6
H 3.141 -0.394 4.717 0.2 0.0 -0.1
H -5.129 -1.249 -2.201 -0.1 -0.3 0.1
H 1.367 -7.559 -1.384 0.0 -0.2 -0.3
H -1.587 3.373 -1.042 0.1 -0.1 -0.1
H -6.863 -1.392 -2.524 -0.2 0.4 0.1
H 8.455 2.752 2.217 0.0 -0.2 0.2
H -4.323 -1.251 -5.639 0.5 -0.4 0.3
H 7.206 2.323 4.343 -0.4 0.3 0.3
H -2.119 -2.077 -0.014 -0.4 0.4 -0.5
H 7.637 4.089 4.210 -0.2 -0.2 0.4
H 6.443 5.177 -0.222 -0.3 -0.1 0.1
H -4.581 -4.949 -0.752 -0.2 -0.1 -0.1
H -6.883 4.807 1.713 -0.3 0.0 -0.2
H 5.112 -0.526 -7.589 0.7 0.4 0.2
H -0.950 -4.339 2.052 0.3 0.0 0.1
H 3.605 3.679 2.217 0.1 0.6 0.2
H 2.802 2.543 3.252 -0.5 0.2 0.0
H 1.126 1.830 1.956 -0.1 0.0 -0.1
H 0.713 -0.457 7.524 -0.7 0.5 0.0
H -0.788 -1.988 0.950 0.5 0.5 0.4
H 5.140 -0.025 -1.673 -0.4 0.1 -0.3
H 1.636 4.967 -0.050 -0.3 0.0 0.1
H -5.477 -3.699 -1.680 -0.2 -0.3 -0.1
H -2.022 5.730 4.993 -0.4 -0.8 -0.1
H -1.719 -4.218 -3.956 0.4 0.8 -0.2
H -3.944 -2.880 2.839 0.1 -0.6 0.0
H 6.647 4.844 -1.913 -0.3 0.0 -0.1
H -0.444 4.313 -2.072 0.3 0.2 0.6
H 1.930 4.351 -3.648 1.0 0.6 0.0
H -0.462 0.989 2.070 -0.2 0.3 -0.5
H -2.042 4.198 -2.581 -0.4 -0.3 0.2
H 2.540 -3.465 -4.591 0.4 0.0 0.4
H 1.760 5.381 1.668 -0.1 0.2 -0.1
H -0.187 -9.164 -4.643 -0.3 0.6 1.0
H -1.407 -2.333 7.452 0.6 0.3 0.1
H 7.602 0.845 -7.240 0.6 -0.1 -0.3
H 3.891 -1.702 3.760 0.0 0.0 0.2
H 6.491 -1.076 -1.855 0.3 0.1 -0.1
H -2.143 2.757 1.242 -0.4 -0.6 0.4
H -0.456 -8.568 -6.154 0.1 1.1 -0.4
H 1.569 0.898 6.662 -0.8 0.2 -0.4
H -1.104 3.391 2.532 0.4 0.5 -0.7
H 1.737 2.714 -3.633 0.3 -0.6 -0.1
H -6.504 0.388 3.296 -0.1 -0.7 -0.4
H 3.247 2.241 -1.644 -0.2 -0.5 -1.0
H 7.351 4.034 1.821 0.0 0.2 0.1
H -5.439 -6.539 1.329 0.4 0.7 0.2
H 2.508 -4.230 -2.902 0.3 -0.2 -0.4
H 5.758 -2.159 -7.361 -0.4 -0.1 0.3
H 1.097 3.831 1.250 -0.2 0.0 -0.3
H 5.091 -1.485 -2.748 -0.3 0.3 -0.4
H 0.232 -6.421 -2.164 -0.1 -0.1 0.3
H 2.318 3.551 -1.244 0.0 0.6 -0.2
H -5.373 1.586 3.072 0.6 0.1 -0.6
H 3.375 3.215 -4.145 -0.4 0.5 -0.3
H -2.212 7.263 4.448 -0.2 0.4 -0.8
H 0.293 8.484 0.780 0.2 0.8 -0.1
H -5.528 2.543 -0.896 -0.1 -0.5 0.6
H -6.392 5.998 2.801 0.7 0.1 0.4
H -5.100 -2.814 -6.071 -0.5 0.6 -0.5
```
Positions in Å, forces in eV/Å.

Löwdin atomic charge list, values in e, 5 entries: atom 1 (P): 0.532, atom 2 (P): 0.476, atom 3 (P): 0.561, atom 4 (P): 0.475, atom 5 (P): 0.475

---

Calculated total energy values, unit eV, following the record order: -11891.9906; -203383.5046.